Record 1
DFT (the ωB97M-V functional and the def2-TZVPD basis) results for a structure of composition C11H19O2Yb at a distorted geometry.

Geometry (Å):
C1 -2.36997 1.13899 -0.10164
C2 -1.47638 2.15100 -0.09186
H1 -2.87087 0.79282 0.80922
H2 -2.66956 0.63452 -1.02904
H3 -1.00360 2.54745 -0.99690
H4 -1.17319 2.62244 0.84666
Yb1 0.09130 -0.08051 -0.05790
C3 0.31884 -1.88427 -1.58462
C4 0.19102 -0.69667 -2.36262
C5 2.15486 -0.54306 -1.15691
C6 1.53179 -1.78808 -0.83582
H5 -0.64906 -0.44034 -2.99954
H6 1.50563 1.11903 -2.50420
H7 3.08192 -0.16857 -0.72888
C7 1.33073 0.12587 -2.10496
H8 1.91944 -2.52825 -0.13570
H9 -0.41173 -2.68561 -1.51039
C8 3.11314 -0.28158 2.93066
O1 2.14075 -0.00002 1.85831
C9 0.84498 0.26847 2.45114
C10 -0.07054 -1.03459 2.41851
O2 -1.45913 -0.71013 2.27602
C11 -2.13722 -0.75013 3.57181
H10 3.82806 -1.02090 2.61108
H11 2.65704 -0.69150 3.83946
H12 3.69460 0.58327 3.24093
H13 0.94432 0.54779 3.52290
H14 0.30835 1.15332 1.94896
H15 0.29953 -1.74970 1.60287
H16 0.15396 -1.55462 3.36645
H17 -2.67168 -1.68184 3.75900
H18 -1.46882 -0.59685 4.42123
H19 -2.87161 0.04127 3.63245

Results
Multiplicity: 2
ΔE to the lowest compared entry with this formula, charge and spin (kJ/mol): 181.5
Largest force on an atom (Eh/bohr): 0.051
Gap between HOMO and LUMO (spin up / spin down) (eV): 8.9197 / 8.0921
Electronic energy (Ha): -1739.000554
E_LUMO (spin up / spin down) (eV): -8.156 / -8.994
Total charge: +2



Record 2
DFT (the ωB97M-V functional and the def2-TZVPD basis) results for a cluster of 3 separate species, C11H20Br2Cl2F3O2S3 in total at a distorted geometry.

Geometry (Å):
C1 -2.39436 -0.80315 1.59994
C2 -1.83716 -0.06935 0.42724
Cl1 -2.91308 0.93025 -0.48250
C3 -0.58865 -0.15065 0.06207
Cl2 0.55423 -1.13873 0.90082
S1 0.09202 0.70155 -1.35417
C4 1.75446 1.32511 -0.85712
C5 1.71999 2.88355 -0.93742
C6 1.17337 3.54030 0.31746
F1 -0.00469 2.96225 0.66974
Br1 0.80486 5.40152 -0.13991
C7 2.10322 3.50230 1.60622
F2 2.03646 4.67824 2.21830
F3 1.64837 2.64212 2.48594
Br2 3.97788 3.21423 1.24965
H1 -3.19708 -0.18094 1.99000
H2 -2.76815 -1.77600 1.30195
H3 -1.66949 -0.90365 2.40406
H4 -0.72000 1.77625 -1.52402
H5 2.42682 0.97509 -1.64374
H6 2.02890 0.95370 0.12597
H7 1.00016 3.11584 -1.72607
H8 2.66058 3.29563 -1.28388
C8 6.08874 0.21267 -0.17304
S2 5.75974 0.23780 -1.93245
O1 4.29998 0.54156 -2.07696
C9 5.97344 -1.52366 -2.20067
H9 5.96042 1.22625 0.19741
H10 5.38123 -0.45193 0.32406
H11 7.10993 -0.11750 0.01474
H12 5.28281 -2.08083 -1.56720
H13 7.00294 -1.79964 -1.97442
H14 5.76218 -1.73609 -3.24687
C10 -6.65717 -3.23920 -0.82779
S3 -6.27298 -2.16905 0.56329
O2 -4.79582 -2.23553 0.77591
C11 -7.03535 -3.20229 1.81903
H15 -6.22989 -2.79573 -1.72506
H16 -6.22322 -4.22582 -0.66487
H17 -7.73866 -3.31393 -0.93903
H18 -6.57672 -4.19115 1.81128
H19 -8.10491 -3.27836 1.62437
H20 -6.87534 -2.73303 2.78775

Results
Largest force on an atom (Eh/bohr): 0.034
Gap between HOMO and LUMO (eV): 8.5063
Electronic energy (Ha): -8143.833705
E_LUMO (eV): -2.754
Total charge: +1



Record 3
DFT (the ωB97M-V functional and the def2-TZVPD basis) results for the ion C11H20BrClN3O3S with charge +1.

Geometry (Å):
C1 -1.85234 0.94691 -3.44082
C2 -1.35608 -0.39485 -2.90526
C3 -1.89308 -0.75160 -1.51806
C4 -1.44482 0.22871 -0.42877
C5 -1.74446 -0.30184 0.97063
C6 -1.48981 0.71963 2.11178
C7 -0.35466 1.63005 1.80354
N1 0.93919 1.37537 1.87195
C8 1.62245 0.14472 2.29082
C9 2.35760 -0.55215 1.13783
C10 1.59901 -1.73809 0.52460
S1 2.70978 -3.04465 -0.05281
O1 4.05486 -2.62114 0.17463
O2 2.22162 -4.28169 0.46333
O3 2.47591 -3.05699 -1.63212
N2 1.70843 2.42165 1.46888
C11 0.85920 3.34334 1.14188
Cl1 1.23405 4.86928 0.56960
N3 -0.42705 2.89626 1.32786
Br1 -1.95418 3.84870 0.98839
H1 -1.44950 1.14020 -4.43743
H2 -2.94296 0.96147 -3.51348
H3 -1.54604 1.78125 -2.80296
H4 -0.25656 -0.37704 -2.85730
H5 -1.62684 -1.18492 -3.60902
H6 -2.98648 -0.79513 -1.53670
H7 -1.51846 -1.74829 -1.25316
H8 -1.95611 1.18896 -0.57177
H9 -0.36669 0.40505 -0.55776
H10 -2.79481 -0.60181 1.02014
H11 -1.15018 -1.19619 1.17782
H12 -2.37668 1.33117 2.28893
H13 -1.26284 0.19634 3.04307
H14 2.33007 0.44603 3.06370
H15 0.86830 -0.49742 2.74860
H16 2.61575 0.17820 0.36918
H17 3.30765 -0.91879 1.53085
H18 0.96466 -2.24404 1.25718
H19 0.94784 -1.42813 -0.29630
H20 1.93428 -2.31854 -1.93147

Results
Largest force on an atom (Eh/bohr): 0.007
Gap between HOMO and LUMO (eV): 9.4385
Electronic energy (Ha): -4253.238882
SMILES: CCCCCCc1n(CCCS(=O)(=O)O)nc(Cl)[n+]1Br
E_LUMO (eV): -4.331
Total charge: +1



Record 4
DFT (the ωB97M-V functional and the def2-TZVPD basis) results for a cluster of 2 separate species, C11H20BrN2O in total at a distorted geometry.

Geometry (Å):
Br1 1.87888 -1.68829 2.35537
C1 2.25159 -2.95500 0.90791
C2 2.16086 -2.33912 -0.49942
C3 0.85213 -1.51683 -0.68045
C4 -0.32809 -2.28799 -0.20131
C5 -0.63895 -3.54842 -0.66884
C6 -1.80245 -4.12316 -0.13954
N1 -2.62766 -3.61777 0.73350
N2 -2.29243 -2.41762 1.16749
C7 -1.22169 -1.79358 0.73488
H1 1.58013 -3.80840 0.97534
H2 3.26142 -3.30314 1.10436
H3 3.02194 -1.70426 -0.69558
H4 2.12559 -3.15853 -1.22191
H5 0.74605 -1.30373 -1.74808
H6 0.94478 -0.54962 -0.18388
H7 -0.02829 -4.03845 -1.41274
H8 -2.07531 -5.10529 -0.51280
H9 -2.90927 -1.97251 1.83870
H10 -1.02550 -0.81014 1.15271
C8 -1.27312 3.51429 -1.75836
C9 -1.05637 2.52623 -0.62626
O1 0.30442 2.34398 -0.27200
C10 0.99660 3.50611 0.16818
C11 0.39283 4.14970 1.40347
H11 -0.72218 3.20288 -2.64694
H12 -2.33286 3.57742 -2.00699
H13 -0.93362 4.51584 -1.49522
H14 -1.41901 1.54319 -0.93925
H15 -1.64393 2.81012 0.25418
H16 1.07738 4.22972 -0.64847
H17 2.01196 3.18071 0.39472
H18 -0.62474 4.50093 1.22792
H19 0.99218 5.00596 1.71177
H20 0.35676 3.43476 2.22753

Results
ΔE to the lowest compared entry with this formula, charge and spin (kJ/mol): 0.0
Largest force on an atom (Eh/bohr): 0.044
Gap between HOMO and LUMO (eV): 7.1678
Electronic energy (Ha): -3189.620026
E_LUMO (eV): -5.033
Total charge: +1



Record 5
DFT (the ωB97M-V functional and the def2-TZVPD basis) results for a structure of composition C11H20Cl6GaINO3PS.

Geometry (Å):
C1 -0.13286 0.70017 2.87718
C2 -0.98733 0.97489 1.65410
C3 -0.82338 -0.01526 0.52519
I1 -1.47512 -1.99915 1.12414
Ga1 1.01515 0.08792 -0.34828
N1 0.62586 -0.15598 -2.32142
C4 0.58015 0.83147 -2.98291
O1 0.53849 1.81697 -3.64402
P1 2.51606 -1.71097 0.16014
S1 2.56801 -2.34327 2.05931
C5 1.92585 1.89458 -0.09675
O2 3.15904 1.92388 0.15072
O3 1.12883 2.87555 -0.23398
H1 0.92622 0.76308 2.65833
H2 -0.37727 -0.24669 3.34091
H3 -0.34047 1.47003 3.62078
H4 -0.77657 1.97809 1.29423
H5 -2.03354 0.96260 1.97614
H6 -1.53033 0.24406 -0.25485
H7 3.79927 -1.26853 -0.21653
H8 2.34111 -2.82484 -0.69582
Cl1 -3.53946 3.66680 -6.22530
C6 -2.17206 2.59504 -5.77825
C7 -0.87487 3.04056 -6.38651
Cl2 -0.84919 2.84107 -8.17059
H9 -2.43114 1.58639 -6.08543
H10 -2.08001 2.62029 -4.69478
H11 -0.06896 2.43491 -5.97703
H12 -0.66976 4.08379 -6.16803
Cl3 4.54993 -0.67312 4.49816
C8 6.23291 -1.15879 4.24499
C9 6.32429 -2.36580 3.34598
Cl4 5.72247 -3.84149 4.14809
H13 6.69694 -1.35240 5.21018
H14 6.73763 -0.31498 3.77561
H15 7.36639 -2.55416 3.08836
H16 5.74651 -2.22255 2.43495
Cl5 -5.47348 -3.53487 1.96622
C10 -6.27058 -1.95650 1.74856
C11 -6.28640 -1.51958 0.30611
Cl6 -4.66280 -1.10686 -0.28136
H17 -5.75362 -1.23232 2.37264
H18 -7.29306 -2.06880 2.10806
H19 -6.90326 -0.62656 0.20574
H20 -6.69560 -2.29866 -0.33297

Results
Largest force on an atom (Eh/bohr): 0.017
Gap between HOMO and LUMO (eV): 4.3043
Electronic energy (Ha): -6434.909485
E_LUMO (eV): 3.747
Total charge: -2



Record 6
DFT (the ωB97M-V functional and the def2-TZVPD basis) results for a structure of composition C11H20F2O7STl at a distorted geometry.

Geometry (Å):
Tl1 -0.53350 2.09348 0.68272
F1 -0.47613 -0.85467 0.41251
F2 0.17072 4.89647 0.01382
O1 -3.08121 0.75107 0.28867
C1 -3.69428 -0.17950 -0.14737
O2 -4.47232 -0.18083 -1.29137
C2 -5.30248 -1.33561 -1.35237
C3 -4.67169 -2.33369 -0.32447
C4 -3.88461 -1.46853 0.59892
H1 -5.09575 -1.47399 -2.41360
H2 -6.29933 -0.93991 -1.15791
H3 -3.95684 -2.94966 -0.87006
H4 -5.30737 -2.98686 0.27335
H5 -3.02386 -1.98697 1.02134
H6 -4.54087 -1.20889 1.42958
O3 1.63083 0.59947 1.94817
C5 1.57481 -0.36834 2.79748
O4 2.56526 -1.13169 3.20414
C6 2.05417 -2.22608 3.90910
C7 0.72255 -1.91114 4.58792
C8 0.30977 -0.93304 3.42881
H7 2.64685 -2.54862 4.76514
H8 2.04110 -3.07477 3.22525
H9 0.97899 -1.34486 5.48327
H10 -0.07281 -2.65446 4.64241
H11 -0.35791 -0.14663 3.78076
H12 -0.18106 -1.52820 2.65877
O5 0.97083 1.67867 -1.78132
S1 1.80893 1.00504 -2.77139
O6 1.39112 1.07067 -4.18802
O7 3.39811 1.70537 -2.68086
C9 3.62179 3.09881 -2.38258
C10 3.17808 3.93747 -3.58369
C11 2.17623 -0.74870 -2.26330
H13 4.67342 3.28850 -2.16762
H14 3.10322 3.35956 -1.45998
H15 3.91932 3.70204 -4.34739
H16 2.96726 4.97277 -3.31570
H17 2.34417 3.46187 -4.09991
H18 2.49213 -1.21126 -3.19836
H19 1.26374 -1.18730 -1.85946
H20 2.94850 -0.70687 -1.49521

Results
ΔE to the lowest compared entry with this formula, charge and spin (kJ/mol): 247.0
Largest force on an atom (Eh/bohr): 0.085
Gap between HOMO and LUMO (eV): 2.9801
Electronic energy (Ha): -1727.625535
E_LUMO (eV): -10.231
Total charge: +1